A structure of composition C24H58N7OReS2SeSi. Source: OMol25; level of theory: ωB97M-V with the def2-TZVPD basis set.

Properties
Net charge: +3
Relative energy (zero: lowest compared OMol25 entry of this formula, charge and spin) (kcal/mol): 16.1
HOMO (spin up / spin down) (eV): -15.4990 / -15.4882
Largest force on an atom (eV/Å): 1.1
Multiplicity: 2
⟨S²⟩: 0.777

Structure (XYZ):
```
95
Properties=species:S:1:pos:R:3:lowdin_charge:R:1
Re -0.175 -1.165 1.587 1.0519
N -0.036 -3.239 1.979 -0.0981
C -1.357 -3.920 2.169 -0.1616
C -2.387 -2.908 2.627 -0.1590
N -2.269 -1.662 1.811 -0.2038
C -2.984 -1.705 0.491 -0.1622
C -2.079 -2.282 -0.580 -0.1858
N -0.741 -1.648 -0.458 -0.1322
H 0.480 -3.725 1.223 -0.0465
H 0.534 -3.362 2.814 0.1167
H -1.258 -4.726 2.895 0.1420
H -1.635 -4.372 1.221 0.1041
H -2.203 -2.629 3.665 0.1238
H -3.395 -3.320 2.558 0.1404
H -2.709 -0.911 2.337 0.1150
H -3.237 -0.677 0.237 0.0694
H -3.908 -2.276 0.588 0.1410
H -2.501 -2.088 -1.565 0.1413
H -1.949 -3.357 -0.482 0.0917
H -0.777 -0.749 -0.966 -0.0094
H -0.030 -2.254 -0.895 -0.0121
C 3.394 0.284 -0.471 -0.1089
C 3.893 -1.070 0.076 -0.1290
C 2.948 -1.386 1.210 -0.1669
O 1.667 -0.836 0.738 -0.4488
C 1.990 0.459 0.103 -0.1435
H 3.378 0.279 -1.557 0.1244
H 4.031 1.106 -0.151 0.1259
H 4.926 -1.028 0.416 0.1338
H 3.808 -1.846 -0.683 0.0941
H 3.189 -0.864 2.139 0.1312
H 2.796 -2.448 1.386 0.0889
H 1.945 1.206 0.899 0.1184
H 1.206 0.658 -0.623 0.0810
C -0.642 0.184 6.937 -0.1893
Si 0.656 0.981 5.913 0.4953
C 2.361 0.298 6.001 -0.1958
C 0.434 2.756 5.503 -0.2011
Se 0.036 0.035 3.490 0.4779
H -0.734 0.761 7.864 0.0641
H -0.390 -0.842 7.203 0.0521
H -1.620 0.208 6.455 0.0433
H 2.650 0.261 7.057 0.0634
H 3.086 0.918 5.475 0.0505
H 2.410 -0.724 5.626 0.0370
H 0.499 3.325 6.437 0.0648
H -0.547 2.954 5.071 0.0478
H 1.211 3.127 4.834 0.0480
C 0.954 6.052 1.120 -0.1043
C -0.532 6.062 0.776 -0.2566
C -0.820 6.134 -0.723 -0.1849
C -0.168 5.021 -1.535 -0.1643
N -0.524 3.679 -1.049 0.0354
C -1.490 2.829 -1.385 -0.7479
S -1.614 1.341 -0.484 0.6284
N -2.392 3.019 -2.335 0.0322
C -2.610 4.128 -3.279 -0.1553
C -1.794 4.000 -4.558 -0.2020
C -2.135 2.756 -5.373 -0.2710
C -1.291 2.647 -6.636 -0.1021
H 1.107 6.146 2.195 0.0731
H 1.475 6.884 0.642 0.0878
H 1.453 5.132 0.800 0.0551
H -1.006 6.921 1.252 0.1154
H -1.024 5.181 1.203 0.0993
H -0.459 7.085 -1.124 0.1293
H -1.902 6.117 -0.883 0.1103
H 0.918 5.082 -1.465 0.1244
H -0.408 5.104 -2.589 0.0931
H -0.036 3.389 -0.217 0.0992
H -3.017 2.235 -2.436 0.1151
H -2.443 5.073 -2.770 0.1013
H -3.673 4.096 -3.520 0.1358
H -0.723 4.003 -4.330 0.1081
H -1.985 4.892 -5.160 0.1320
H -3.196 2.783 -5.639 0.1167
H -1.989 1.861 -4.757 0.0987
H -1.441 3.514 -7.280 0.0827
H -1.551 1.760 -7.211 0.0761
H -0.228 2.593 -6.395 0.0752
C -0.540 -6.248 -1.686 -0.0253
N 0.831 -6.128 -2.119 -0.1432
C 1.414 -7.116 -3.039 -0.0708
C 2.855 -6.611 -3.235 -0.0854
N 2.895 -5.465 -2.324 0.0364
C 1.726 -5.224 -1.737 -0.7285
S 1.503 -3.914 -0.652 0.7358
H -0.684 -7.172 -1.124 0.1073
H -1.206 -6.255 -2.549 0.1063
H -0.778 -5.398 -1.051 0.0343
H 0.846 -7.138 -3.968 0.1343
H 1.375 -8.107 -2.587 0.1354
H 3.048 -6.296 -4.258 0.1287
H 3.596 -7.355 -2.951 0.1294
H 3.696 -4.876 -2.180 0.1431
```

---

A cluster of 6 separate species, C24H58O14S in total. Source: OMol25; level of theory: ωB97M-V with the def2-TZVPD basis set.

Properties
SMILES: O=S1(=O)CCC[C@H](O)O1.COCCOC.COCCOC.COCCOC.COCCOC.COCCOC
HOMO (eV): -9.0352
Largest force on an atom (eV/Å): 0.3

Structure (XYZ):
```
97
Properties=species:S:1:pos:R:3:lowdin_charge:R:1
O -0.504 1.034 -6.007 -0.2796
S -0.208 1.726 -7.227 0.6232
O 0.811 1.260 -8.105 -0.2513
C 0.096 3.436 -6.800 -0.1973
C -1.004 4.322 -7.377 -0.1891
C -2.345 3.767 -6.889 -0.1189
C -2.708 2.476 -7.617 -0.4018
O -3.504 1.618 -6.887 0.0413
O -1.522 1.788 -8.107 -0.1772
H 1.096 3.668 -7.158 0.1105
H 0.040 3.474 -5.711 0.0934
H -0.953 4.311 -8.467 0.1254
H -0.866 5.344 -7.029 0.1202
H -2.261 3.564 -5.815 0.1200
H -3.145 4.493 -7.024 0.1276
H -3.261 2.696 -8.527 0.1632
H -3.135 1.514 -5.997 0.1027
C 0.912 1.841 -3.195 -0.0946
O 0.153 3.036 -3.025 -0.1955
C -1.073 2.825 -2.350 -0.2027
C -0.988 3.193 -0.884 -0.1956
O -0.093 2.334 -0.200 -0.2217
C 1.166 2.926 0.066 -0.0993
H 1.886 2.137 -3.581 0.0967
H 1.051 1.309 -2.251 0.0764
H 0.429 1.185 -3.920 0.0581
H -1.381 1.778 -2.443 0.1261
H -1.836 3.448 -2.829 0.1220
H -1.979 3.076 -0.433 0.1278
H -0.683 4.238 -0.769 0.1286
H 1.081 3.678 0.859 0.0832
H 1.588 3.389 -0.828 0.0887
H 1.832 2.134 0.405 0.0898
C 0.555 -1.106 0.514 -0.0933
O 1.612 -1.326 -0.406 -0.1892
C 1.793 -2.689 -0.742 -0.2023
C 1.189 -3.012 -2.091 -0.1984
O -0.221 -2.870 -2.082 -0.1966
C -0.676 -1.667 -2.675 -0.1003
H 0.370 -0.033 0.545 0.0664
H -0.363 -1.614 0.206 0.0874
H 0.840 -1.446 1.517 0.0759
H 1.353 -3.333 0.027 0.1191
H 2.869 -2.890 -0.776 0.1248
H 1.420 -4.051 -2.346 0.1258
H 1.632 -2.368 -2.859 0.1274
H -0.545 -1.689 -3.762 0.0930
H -0.154 -0.797 -2.269 0.0651
H -1.739 -1.581 -2.452 0.0914
C -1.621 -3.483 2.952 -0.1047
O -2.480 -3.566 1.832 -0.1875
C -1.976 -4.387 0.789 -0.2057
C -2.638 -5.745 0.777 -0.2022
O -2.321 -6.502 1.934 -0.1886
C -3.347 -6.509 2.907 -0.1148
H -2.166 -2.989 3.754 0.0906
H -1.303 -4.472 3.294 0.0859
H -0.733 -2.885 2.717 0.0725
H -0.890 -4.502 0.882 0.1203
H -2.176 -3.884 -0.162 0.1201
H -2.281 -6.305 -0.093 0.1264
H -3.723 -5.626 0.683 0.1265
H -4.205 -7.102 2.569 0.0876
H -3.685 -5.497 3.143 0.0832
H -2.937 -6.968 3.805 0.0880
C -0.530 1.580 3.016 -0.1040
O -1.514 1.734 4.022 -0.1804
C -0.988 2.161 5.265 -0.2074
C -1.199 3.644 5.480 -0.2041
O -0.458 4.423 4.554 -0.1885
C -1.230 4.915 3.477 -0.1123
H -1.030 1.436 2.060 0.0813
H 0.109 2.464 2.945 0.0802
H 0.096 0.703 3.221 0.0866
H 0.080 1.927 5.331 0.1229
H -1.507 1.610 6.055 0.1256
H -0.859 3.913 6.485 0.1250
H -2.266 3.878 5.408 0.1262
H -1.920 5.697 3.813 0.0886
H -1.802 4.119 2.993 0.0833
H -0.538 5.347 2.756 0.0847
C 5.454 -3.278 4.430 -0.1116
O 5.570 -1.884 4.220 -0.1875
C 4.867 -1.418 3.081 -0.2035
C 3.558 -0.762 3.456 -0.2050
O 2.635 -1.691 4.002 -0.2026
C 2.531 -1.630 5.411 -0.1073
H 5.882 -3.495 5.407 0.0888
H 4.410 -3.603 4.416 0.0831
H 6.011 -3.837 3.670 0.0884
H 4.681 -2.240 2.382 0.1255
H 5.501 -0.681 2.579 0.1268
H 3.102 -0.343 2.552 0.1176
H 3.740 0.060 4.156 0.1278
H 2.024 -0.711 5.727 0.0828
H 3.512 -1.677 5.891 0.0853
H 1.935 -2.484 5.728 0.0897
```

---

A structure of composition C24H60BCdF4KN4O4S. Source: OMol25; level of theory: ωB97M-V with the def2-TZVPD basis set.

Properties
Relative energy (zero: lowest compared OMol25 entry of this formula, charge and spin) (kcal/mol): 116.3
HOMO (eV): -8.5368
Largest force on an atom (eV/Å): 7.3

Structure (XYZ):
```
100
Properties=species:S:1:pos:R:3:lowdin_charge:R:1
K 30.007 -11.840 -5.854 0.7884
Cd 27.682 -11.055 -9.423 1.5217
S 27.938 -13.248 -7.972 0.1481
O 27.868 -11.821 -7.607 -0.5386
O 29.124 -13.880 -7.462 -0.3628
O 26.719 -13.921 -7.543 -0.3300
O 27.878 -13.059 -9.376 -0.4424
B 29.296 -9.304 -8.535 -1.4917
F 27.955 -9.133 -8.654 0.1154
F 29.570 -9.245 -7.177 0.1280
F 29.624 -10.512 -8.958 0.1214
F 29.938 -8.375 -9.343 0.1523
C 27.769 -10.105 -1.484 -0.0620
C 28.633 -10.927 -2.482 -0.2225
N 28.791 -10.132 -3.705 -0.2486
C 29.743 -8.980 -3.515 -0.2267
C 31.153 -9.126 -2.876 -0.0820
C 27.559 -9.752 -4.404 -0.2173
C 26.719 -11.055 -4.779 -0.0464
H 27.541 -10.595 -0.537 0.0678
H 26.802 -9.867 -1.926 0.0643
H 28.256 -9.167 -1.216 0.0645
H 29.593 -11.317 -2.144 0.1092
H 28.130 -11.813 -2.870 0.0953
H 30.041 -8.581 -4.485 0.1049
H 29.375 -8.211 -2.836 0.0983
H 31.624 -10.023 -3.277 0.0389
H 31.832 -8.439 -3.381 0.0747
H 31.197 -9.067 -1.789 0.0760
H 27.922 -9.249 -5.301 0.0978
H 27.046 -8.964 -3.852 0.1035
H 26.284 -10.847 -5.757 0.0678
H 26.051 -11.440 -4.008 0.0744
H 27.421 -11.873 -4.936 0.0354
C 32.651 -15.133 -3.802 -0.0595
C 32.173 -13.727 -4.188 -0.2719
N 32.616 -13.063 -5.437 -0.2543
C 32.349 -13.983 -6.516 -0.2481
C 32.437 -13.176 -7.830 -0.0663
C 34.008 -12.637 -5.357 -0.2184
C 34.212 -11.624 -4.198 -0.0612
H 33.733 -15.196 -3.918 0.0752
H 32.234 -15.678 -4.649 0.0613
H 32.133 -15.541 -2.933 0.0847
H 31.107 -13.820 -4.395 0.0859
H 32.358 -13.072 -3.337 0.1006
H 31.353 -14.391 -6.348 0.1027
H 33.130 -14.743 -6.498 0.1193
H 33.253 -12.473 -8.001 0.0520
H 31.595 -12.526 -8.069 0.0414
H 32.456 -13.797 -8.725 0.0786
H 34.581 -13.556 -5.236 0.1104
H 34.333 -12.178 -6.291 0.0864
H 34.333 -12.028 -3.193 0.0710
H 34.989 -10.881 -4.377 0.0657
H 33.311 -11.018 -4.101 0.0440
C 28.260 -9.266 -13.626 -0.0465
C 28.263 -9.474 -12.017 -0.2066
N 28.436 -10.858 -11.519 -0.2641
C 27.355 -11.676 -12.111 -0.2720
C 27.564 -12.344 -13.446 -0.0797
C 29.770 -11.243 -11.891 -0.2425
C 30.164 -12.598 -11.226 -0.0588
H 28.570 -8.233 -13.781 0.0738
H 27.386 -9.646 -14.155 0.0626
H 29.042 -9.879 -14.075 0.0488
H 29.132 -8.908 -11.684 0.1000
H 27.471 -8.958 -11.475 0.1090
H 27.035 -12.500 -11.473 0.0901
H 26.468 -11.043 -12.139 0.1160
H 26.642 -12.821 -13.780 0.0893
H 27.958 -11.804 -14.307 0.0654
H 28.291 -13.137 -13.271 0.0720
H 30.463 -10.559 -11.401 0.1197
H 29.960 -11.309 -12.962 0.1122
H 30.121 -12.465 -10.145 0.0394
H 31.233 -12.640 -11.433 0.0704
H 29.628 -13.502 -11.513 0.0782
C 35.609 -12.375 -10.761 -0.0973
C 34.730 -11.139 -10.562 -0.2424
N 34.824 -10.435 -9.263 -0.1766
C 34.024 -9.150 -9.219 -0.2194
C 33.762 -8.621 -7.809 -0.0761
C 36.143 -10.047 -9.040 -0.3027
C 36.608 -10.729 -7.688 -0.0595
H 35.138 -13.253 -10.320 0.0654
H 36.590 -12.305 -10.291 0.0597
H 35.804 -12.671 -11.792 0.0751
H 34.968 -10.513 -11.422 0.1127
H 33.781 -11.669 -10.635 0.0967
H 34.526 -8.480 -9.917 0.1132
H 32.999 -9.281 -9.566 0.1022
H 32.916 -7.943 -7.920 0.0711
H 33.474 -9.373 -7.074 0.0701
H 34.572 -8.013 -7.407 0.0682
H 36.290 -8.974 -8.915 0.1073
H 36.842 -10.302 -9.837 0.1068
H 35.982 -10.424 -6.849 0.0479
H 37.653 -10.449 -7.556 0.0626
H 36.590 -11.817 -7.736 0.0617
```